(1)
Molecular formula: C5H10IN4O
Method: DFT, ωB97M-V with the def2-TZVPD basis set

Bonds (Å) are listed after each position.
Positions of all 21 atoms, in Å:
1 C -1.58413 -2.60823 -1.79260  C2 1.618, H12 1.127, H13 1.136, H14 1.124
2 C -0.15086 -1.93358 -1.46530  C1 1.618, C3 1.584, H15 1.132, H16 1.134
3 C -0.47827 -0.55540 -0.75589  C2 1.584, O4 1.465, H17 1.144, H18 1.133
4 O 0.64705 0.38184 -0.72873  C3 1.465, C5 1.443
5 C 0.15953 1.51906 0.01386  O4 1.443, N6 1.487, H19 1.138, H20 1.138
6 N 0.85710 1.68909 1.31616  C5 1.487, C7 1.416, N10 1.328
7 C 2.25543 1.90997 1.31571  N6 1.416, N8 1.423, H21 1.120
8 N 2.53199 2.05719 2.70384  C7 1.423, N9 1.338
9 N 1.41403 1.92928 3.42780  N8 1.338, N10 1.331
10 N 0.42177 1.69735 2.57093  N6 1.328, N9 1.331, I11 2.078
11 I -1.55649 1.42214 3.14298  N10 2.078
12 H -1.99367 -2.06550 -2.69093  C1 1.127
13 H -2.23957 -2.37317 -0.89544  C1 1.136
14 H -1.41566 -3.70819 -1.94776  C1 1.124
15 H 0.46111 -1.77390 -2.40454  C2 1.132
16 H 0.43122 -2.59948 -0.75621  C2 1.134
17 H -1.33691 -0.09184 -1.35276  C3 1.144
18 H -0.76103 -0.75721 0.32296  C3 1.133
19 H 0.34879 2.43453 -0.63555  C5 1.138
20 H -0.96658 1.45594 0.16859  C5 1.138
21 H 2.95514 1.97011 0.44287  C7 1.120

As for the HOMO-LUMO gap: 8.606 eV. Its multiplicity is 1. As for the charge: +1.

(2)
Molecular formula: C5H10INO
Method: DFT, ωB97M-V with the def2-TZVPD basis set

Bonds (Å) are listed after each position.
Positions of all 18 atoms, in Å:
1 C -0.86446 3.16592 0.77196  N6 1.173
2 C 1.08255 0.84067 0.37979  C5 1.654, H9 1.118, H10 1.008, H11 1.165
3 C 0.48685 -1.71028 0.89102  C5 1.576, H12 1.082, H13 1.107, H14 1.087
4 C 0.40005 -0.80794 -1.41418  C5 1.504, H15 1.153, H16 1.113, H17 1.029
5 C 0.11485 -0.45160 0.01839  C2 1.654, C3 1.576, C4 1.504, O7 1.446
6 N -1.70734 2.65023 0.13932  C1 1.173, H18 0.961
7 O -1.18923 0.13690 0.22624  C5 1.446, I8 2.030
8 I -2.80807 -1.04432 -0.09716  O7 2.030
9 H 0.91964 1.30090 1.38539  C2 1.118
10 H 2.07563 0.67788 0.32190  C2 1.008
11 H 0.64956 1.66637 -0.31954  C2 1.165
12 H 1.45999 -2.09597 0.61605  C3 1.082
13 H -0.29515 -2.49379 0.85781  C3 1.107
14 H 0.65210 -1.29088 1.88052  C3 1.087
15 H 1.53914 -0.87889 -1.58143  C4 1.153
16 H -0.20790 -1.66289 -1.78623  C4 1.113
17 H -0.00981 -0.04762 -1.97254  C4 1.029
18 H -2.29842 2.04529 -0.31729  N6 0.961

As for the HOMO-LUMO gap: 8.695 eV. Its multiplicity is 1.

(3)
Molecular formula: C5H10INO4
Method: DFT, ωB97M-V with the def2-TZVPD basis set

Bonds (Å) are listed after each position.
Positions of all 21 atoms, in Å:
1 C -2.66444 -1.05401 0.64236  N6 1.190, O7 1.158
2 C 1.58090 -2.34290 0.00573  O9 1.432, H12 1.087, H13 1.114, H14 1.030
3 C -0.43791 2.59673 0.21750  C4 1.537, O8 1.473, H15 1.095, H16 1.103
4 C -0.01525 1.22315 0.76228  C3 1.537, O10 1.427, H17 1.071, H18 1.125
5 C 1.45662 -0.04399 -0.49910  O9 1.317, O10 1.425, I11 2.159, H19 1.074
6 N -2.34570 -1.98526 -0.02568  C1 1.190, H20 0.947
7 O -2.76799 -0.17739 1.39173  C1 1.158
8 O -1.41811 2.42421 -0.86781  C3 1.473, H21 0.881
9 O 2.03627 -0.99877 0.19880  C2 1.432, C5 1.317
10 O 0.07957 0.24926 -0.27604  C4 1.427, C5 1.425
11 I 1.73021 -0.23287 -2.63282  C5 2.159
12 H 2.29443 -2.78756 0.69504  C2 1.087
13 H 1.82196 -2.71698 -1.01599  C2 1.114
14 H 0.57629 -2.46353 0.19898  C2 1.030
15 H 0.54184 2.93578 -0.13413  C3 1.095
16 H -0.87340 3.09297 1.10163  C3 1.103
17 H -0.81490 0.88188 1.38695  C4 1.071
18 H 0.97541 1.21094 1.29422  C4 1.125
19 H 2.07311 0.80774 -0.28234  C5 1.074
20 H -2.76917 -2.54436 -0.66213  N6 0.947
21 H -1.05977 1.92494 -1.49920  O8 0.881

As for the HOMO-LUMO gap: 10.043 eV. Its multiplicity is 1.

(4)
Molecular formula: C5H10N
Method: DFT, ωB97M-V with the def2-TZVPD basis set

Bonds (Å) are listed after each position.
Positions of all 16 atoms, in Å:
1 C 1.89331 -0.39259 0.27502  C2 1.333, C3 1.392, H7 1.016
2 C 2.67344 -0.51540 1.34831  C1 1.333, H8 0.979
3 C 0.51334 -0.57521 0.27178  C1 1.392, N6 1.463, H9 1.142
4 C -1.46731 -0.81439 -1.00703  N6 1.557, H10 1.107, H11 1.177, H12 1.002
5 C -0.84105 1.43003 0.18708  N6 1.457, H13 0.989, H14 1.158, H15 1.153
6 N -0.41850 0.22804 -0.51947  C3 1.463, C4 1.557, C5 1.457, H16 1.062
7 H 2.17385 0.06671 -0.58702  C1 1.016
8 H 2.98687 -1.19595 1.97920  C2 0.979
9 H 0.18654 -0.92876 1.30782  C3 1.142
10 H -1.92292 -1.10904 -0.04187  C4 1.107
11 H -2.13071 -0.24177 -1.79253  C4 1.177
12 H -1.02212 -1.61855 -1.40710  C4 1.002
13 H -1.68603 1.76557 -0.20235  C5 0.989
14 H -1.10942 1.31999 1.30822  C5 1.158
15 H 0.01170 2.20009 0.27732  C5 1.153
16 H 0.15903 0.38123 -1.39738  N6 1.062

As for the HOMO-LUMO gap (spin up / spin down): 7.673 / 8.347 eV. Its multiplicity is 1. As for the charge: +1.

Short version: energy relative to the best compared isomer or geometry (same formula, charge and spin) = 320.4; 228.3; 23.0; 608.9 kJ/mol, in the order given.
Short version: calculated total energy = -21444.29199; -16982.03316; -23125.62717; -6823.89109 eV, in the order given.